[1]
DFT (wB97M-V/def2-TZVPD) results for a structure of composition C45H41BrKN7O7.

HOMO level ... -1.91 eV
Largest force on an atom ... 0.0167 hartree/bohr
Energy above the lowest of the compared OMol25 structures with the same formula, charge and spin ... 0.0 kcal/mol
Total charge ... -2

Last column: Mulliken charge in e.
CARTESIAN COORDINATES (ANGSTROEM)
Br 2.934 0.314 3.108  -0.140
K -0.050 -0.212 -0.701  1.356
O -3.705 -2.711 5.711  -0.596
O -1.485 0.550 -2.458  -0.857
O -0.086 2.784 -0.682  -0.360
O -0.462 5.265 -1.407  -0.911
O 2.304 -0.433 -0.216  -0.196
O -4.628 -4.032 2.054  -0.692
O -2.476 0.326 0.270  0.190
N 1.250 -2.676 -1.074  0.818
N -1.442 -2.782 -0.932  0.797
N 0.581 1.714 1.898  -0.409
N -0.634 2.181 1.522  0.490
N -0.818 -1.286 2.299  -0.123
N -4.773 -2.402 3.597  -0.053
N 2.582 -2.469 -1.325  -0.974
C 1.640 2.367 1.617  0.180
C 2.943 1.862 2.025  0.321
C 8.265 1.839 1.840  -0.404
C 1.436 -4.810 -2.295  -1.586
C -2.754 -2.857 -0.820  -0.801
C -2.261 1.491 -2.439  0.718
C -4.218 -1.783 4.771  -0.451
C 5.485 2.218 1.791  0.988
C 6.366 3.267 1.502  -0.662
C 6.687 -1.556 -1.611  -0.722
C -1.745 -3.920 2.246  -0.734
C 6.114 0.753 -1.300  -0.687
C -0.131 6.901 0.270  -0.661
C -4.638 2.071 -2.075  -0.364
C -2.804 -5.117 -1.544  -0.677
C -2.107 -1.566 2.449  -0.015
C -0.373 5.570 -0.164  0.591
C 0.002 -2.306 2.103  -0.074
C -0.413 -3.636 2.041  -0.876
C -5.909 1.297 -0.223  -0.540
C -0.420 4.956 2.206  -0.186
C 4.059 2.506 1.655  -0.656
C -0.821 3.162 0.473  -0.368
C -1.427 -5.044 -1.690  -0.973
C -3.503 0.794 -0.312  -0.150
C -3.481 1.466 -1.587  0.778
C 0.707 -3.733 -1.550  0.120
C 4.404 -0.941 -1.151  0.103
C -1.998 2.699 -3.303  -1.786
C 7.068 -0.222 -1.552  -0.384
C -2.616 -2.861 2.490  0.685
C -0.770 -3.853 -1.376  0.753
C -5.858 1.998 -1.427  -1.102
C 4.792 0.393 -1.088  -0.090
C 7.401 0.790 2.117  -0.816
C -0.049 7.233 1.606  -0.275
C -3.489 -4.003 -1.106  -1.166
C -4.787 0.717 0.313  -0.763
C -0.190 6.270 2.599  -0.979
C 2.959 -1.277 -0.848  -0.463
C 6.030 0.972 2.098  -0.226
C 7.738 3.085 1.530  -0.497
C 5.360 -1.912 -1.423  -0.226
C -0.506 4.591 0.878  -0.272
C -4.067 -3.149 2.680  -0.046
H -1.071 2.539 -3.847  0.322
H 5.377 0.132 2.279  0.174
H 2.473 -4.518 -2.435  0.373
H -5.028 -1.253 5.275  0.409
H -4.580 2.606 -3.015  0.204
H -2.133 -4.930 2.187  0.483
H -0.122 6.530 3.647  0.372
H 5.042 -2.944 -1.483  0.416
H -0.868 -5.897 -2.044  0.372
H -6.851 1.212 0.313  0.405
H -1.898 3.089 0.245  0.429
H -2.766 -0.713 2.499  0.467
H -1.912 3.597 -2.689  0.478
H -1.288 1.407 1.453  0.014
H -0.014 7.654 -0.502  0.388
H -4.558 -4.005 -0.956  0.475
H -2.810 2.862 -4.011  0.490
H 1.666 3.284 1.037  0.177
H 8.390 3.919 1.298  0.357
H 3.858 3.426 1.112  0.271
H 0.304 -4.410 1.809  0.396
H 7.797 -0.195 2.329  0.371
H 8.107 0.057 -1.683  0.378
H 1.041 -2.037 1.961  0.232
H 4.042 1.130 -0.840  0.526
H -0.528 4.171 2.948  0.369
H 6.404 1.795 -1.240  0.435
H -5.718 -2.752 3.680  0.319
H 9.337 1.688 1.850  0.364
H 0.981 -5.000 -3.269  0.337
H -6.738 2.469 -1.844  0.347
H -0.093 3.620 -1.239  0.353
H 1.410 -5.756 -1.747  0.271
H 7.430 -2.323 -1.800  0.355
H -4.833 0.194 1.262  0.312
H -2.866 -3.032 5.358  0.382
H -3.326 -6.039 -1.771  0.365
H -3.237 -1.952 -0.474  0.950
H 5.959 4.235 1.242  0.354
H 0.136 8.268 1.883  0.317
H -3.449 -1.061 4.503  0.291

=====

[2]
DFT (wB97M-V/def2-TZVPD) results for a structure of composition C45H41NNbO15.

HOMO level ... -4.43 eV
Largest force on an atom ... 0.0419 hartree/bohr
Energy above the lowest of the compared OMol25 structures with the same formula, charge and spin ... 0.0 kcal/mol
Total charge ... -1

Last column: Mulliken charge in e.
CARTESIAN COORDINATES (ANGSTROEM)
Nb 0.547 1.640 3.429  -1.418
O 1.312 3.065 10.725  -0.561
O 5.768 7.705 -5.976  -0.560
O -4.634 -2.807 -2.118  -0.502
O 0.579 5.311 1.196  -0.493
O 5.516 7.220 0.993  -0.638
O 4.869 2.149 6.912  -0.585
O 5.383 4.840 -1.540  -0.452
O 1.406 -1.191 0.955  -0.389
O -5.127 -7.016 -1.708  -0.508
O -0.537 -5.182 0.171  -0.581
O -10.453 -8.688 -5.183  -0.559
O -0.315 -0.930 -4.035  -0.611
O -5.197 -1.153 -7.113  -0.567
O 3.471 -1.458 3.335  -0.626
O -5.810 -6.158 -4.884  -0.510
N 3.683 2.184 3.886  -0.053
C 4.048 2.353 7.784  0.450
C -4.077 -6.602 -1.259  0.347
C 1.188 0.091 -0.988  -0.288
C 2.886 4.836 1.202  0.054
C -3.996 -0.979 -5.088  -0.382
C 4.128 5.312 1.152  -0.317
C -4.000 -5.287 -0.583  -0.280
C -0.074 -2.236 -2.088  -0.177
C 2.115 2.851 9.842  0.272
C -6.868 -6.746 -4.939  0.359
C -9.388 -8.114 -5.107  0.300
C 1.704 5.744 1.156  0.252
C 0.757 0.159 -2.242  -0.575
C -5.972 -2.555 -5.388  -0.383
C -2.848 -4.821 -0.111  -0.157
C 5.734 5.564 -4.994  -0.389
C 5.515 7.701 -3.632  -0.474
C 1.713 2.283 8.531  -0.328
C -5.833 -2.971 -4.136  -0.150
C 2.608 2.051 7.576  0.415
C -7.423 -7.478 -3.765  -0.323
C -2.825 -7.395 -1.391  -0.469
C 1.023 -1.156 -0.187  -0.100
C 4.456 2.933 9.093  -0.448
C 3.560 3.161 10.046  -0.453
C -1.594 -5.608 -0.244  0.280
C -7.664 -6.750 -6.200  -0.386
C 0.093 -0.997 -2.890  0.287
C 3.889 0.899 3.229  -0.703
C -5.065 -1.525 -5.967  0.327
C -8.592 -8.107 -3.853  -0.419
C 5.470 5.496 -2.553  0.433
C 0.351 -2.319 -0.831  -0.286
C 4.390 6.763 1.053  0.432
C 5.679 7.052 -4.959  0.328
C 5.417 6.985 -2.517  -0.034
C -3.858 -1.393 -3.834  -0.309
C -1.672 -6.933 -0.921  -0.489
C 3.270 -0.226 4.036  0.682
C -8.829 -7.384 -6.278  -0.366
C 5.637 4.845 -3.883  -0.419
C 3.215 7.678 1.013  -0.315
C -4.764 -2.418 -3.260  0.236
C 1.972 7.212 1.062  -0.444
C 1.820 0.032 4.402  -1.544
H -0.965 0.920 4.202  -0.015
H 0.855 1.052 -2.848  0.439
H 5.855 5.119 -5.974  0.393
H 3.861 -0.361 4.947  0.248
H -6.469 -3.725 -3.690  0.424
H 1.288 -0.919 4.281  0.550
H -6.738 -2.938 -6.052  0.404
H -0.741 -7.480 -1.004  0.432
H 5.306 7.432 -1.536  0.290
H -9.428 -7.404 -7.180  0.407
H -0.244 0.835 1.960  0.071
H 3.404 0.945 2.250  0.166
H 2.643 3.782 1.285  0.248
H -6.829 -7.458 -2.861  0.698
H -3.344 -0.237 -5.532  0.442
H -2.759 -3.855 0.371  0.484
H 0.659 2.076 8.400  0.468
H 1.100 7.854 1.035  0.417
H 5.483 8.783 -3.636  0.430
H -9.025 -8.645 -3.019  0.444
H -7.233 -6.210 -7.034  0.442
H 1.535 2.460 2.092  0.484
H 0.771 2.835 4.846  0.011
H 4.935 0.631 3.046  0.300
H 5.510 3.148 9.212  0.415
H 3.822 3.579 11.010  0.391
H -0.711 2.935 3.087  0.040
H 1.758 0.230 5.471  0.370
H 4.999 4.671 1.177  0.407
H -4.923 -4.729 -0.520  0.387
H 2.934 -1.403 2.539  0.327
H 5.672 3.762 -3.878  0.434
H -0.569 -3.060 -2.592  0.479
H 4.159 2.925 3.394  0.080
H 0.216 -3.213 -0.236  0.730
H -3.087 -1.016 -3.178  0.439
H 4.015 2.188 4.845  0.078
H -2.915 -8.350 -1.893  0.435
H 1.659 0.917 -0.470  0.507
H 3.442 8.735 0.943  0.433
H 2.338 1.651 6.610  -0.060

=====

[3]
DFT (wB97M-V/def2-TZVPD) results for a structure of composition C45H42AsFN16O3SSc.

HOMO level ... -9.42 eV
Largest force on an atom ... 0.0077 hartree/bohr
Energy above the lowest of the compared OMol25 structures with the same formula, charge and spin ... 1.1 kcal/mol
Total charge ... +1

Last column: Mulliken charge in e.
CARTESIAN COORDINATES (ANGSTROEM)
As 3.030 0.617 2.117  2.034
Sc 0.622 0.913 0.584  -1.416
S 1.798 4.348 3.371  -0.302
F -4.739 -2.383 -0.514  -0.406
O -0.028 -1.131 0.191  -0.210
O 3.330 -0.939 -2.074  -0.709
O 2.111 0.272 -0.631  0.608
N -0.975 3.315 -1.781  -0.005
N 2.301 4.295 -1.350  -0.873
N -0.318 -2.108 -3.766  0.298
N 2.278 3.288 -0.556  -0.144
N -0.256 2.731 2.014  1.598
N 1.251 5.804 1.210  -0.391
N 1.034 2.740 -0.596  1.004
N -2.445 0.588 -0.236  -0.473
N -2.979 2.046 -1.749  -0.892
N 1.095 4.472 -1.943  -0.562
N -1.352 1.371 -0.427  1.659
N -5.124 -2.204 -3.276  0.292
N -0.382 0.203 2.621  1.539
N -7.855 -1.659 -3.723  -0.131
N -3.368 0.967 -1.041  -0.453
N -0.199 4.095 1.649  -0.909
C 1.002 -1.320 -1.932  0.179
C 6.068 3.338 1.008  -0.712
C 5.211 -3.136 0.357  -0.814
C 0.954 4.758 2.000  0.205
C 0.844 -1.680 -3.237  -0.460
C -7.301 -3.051 -3.879  -0.854
C -1.163 1.038 3.322  0.995
C 5.045 -0.794 0.870  0.460
C 6.943 2.460 0.378  -0.867
C -2.419 -2.155 -0.739  -0.335
C -1.127 2.465 2.905  0.200
C 3.832 -1.038 1.518  -0.399
C 0.639 -3.145 -5.857  -0.910
C -0.417 -2.318 -5.194  -0.392
C -2.026 3.451 3.571  -1.876
C 4.346 -0.265 6.023  -0.816
C -3.644 -2.335 -1.300  0.205
C -0.069 -1.487 -1.024  -0.016
C -3.824 -2.349 -2.689  -1.106
C 4.888 2.867 1.565  -0.516
C -1.301 -2.029 -1.573  0.847
C -0.748 -3.693 -5.691  -0.428
C 2.292 -0.646 -1.522  -0.067
C 4.269 -0.175 4.643  -0.554
C 6.657 1.106 0.303  -0.640
C 4.617 1.511 1.499  0.160
C -1.739 2.265 -1.343  0.167
C -1.887 0.608 4.420  -1.231
C 4.009 -3.375 1.013  -0.770
C -0.261 -1.056 3.028  -0.191
C 3.200 0.489 4.047  0.274
C 2.214 1.061 4.842  0.249
C -0.918 -1.556 4.142  -1.310
C -1.761 -0.712 4.838  -0.812
C -6.807 -0.603 -3.973  -1.068
C 3.315 -2.320 1.592  -0.344
C 5.730 -1.853 0.287  -0.587
C 5.486 0.617 0.867  0.326
C -2.722 -2.335 -3.510  -0.757
C 3.357 0.305 6.816  -0.548
C 2.294 0.971 6.226  -0.995
C -6.116 -3.212 -2.946  -0.397
C 0.358 3.491 -1.462  -0.059
C -5.647 -0.857 -3.041  -0.259
C -1.439 -2.197 -2.958  0.418
H -5.696 -4.206 -3.089  0.440
H 7.854 2.838 -0.066  0.397
H -1.349 3.885 -2.521  0.262
H -0.884 -4.460 -4.941  0.219
H -2.530 1.287 4.958  0.483
H 6.663 -1.679 -0.232  0.404
H -2.870 -2.359 -4.580  0.554
H 1.532 1.434 6.841  0.459
H -6.463 -3.145 -1.904  0.351
H 5.043 -0.619 4.027  0.425
H 1.412 -3.562 -5.227  0.335
H -8.650 -1.525 -4.348  0.355
H 4.187 3.546 2.032  0.150
H -7.005 -3.155 -4.921  0.356
H -5.967 -0.721 -1.996  0.335
H 1.403 1.613 4.381  0.343
H -2.054 3.285 4.645  0.412
H 0.984 5.798 0.234  0.257
H -0.810 -1.463 -5.731  0.501
H -6.510 -0.700 -5.016  0.373
H 3.614 -4.381 1.073  0.431
H 1.679 -1.586 -3.918  0.753
H -8.101 -3.752 -3.646  0.429
H -1.696 4.464 3.374  0.426
H 6.300 4.394 1.051  0.419
H 2.384 -2.517 2.110  0.324
H 7.345 0.439 -0.203  0.417
H -2.308 -2.001 0.324  0.493
H -0.766 -2.582 4.442  0.572
H 0.380 -1.689 2.429  0.375
H 5.747 -3.957 -0.100  0.382
H -8.202 -1.550 -2.767  0.408
H 0.963 -2.835 -6.839  0.260
H 5.181 -0.779 6.482  0.410
H -1.385 -3.774 -6.561  0.318
H -4.870 -0.113 -3.209  0.424
H 2.116 6.273 1.423  0.256
H 3.422 0.237 7.894  0.396
H -0.540 4.234 0.707  0.164
H -3.041 3.327 3.184  0.316
H -2.306 -1.062 5.704  0.450
H -7.266 0.368 -3.804  0.412

=====

[4]
DFT (wB97M-V/def2-TZVPD) results for a structure of composition C45H42BrFGeN4O3TeTi.

HOMO level ... -6.41 eV
Largest force on an atom ... 0.0298 hartree/bohr
Energy above the lowest of the compared OMol25 structures with the same formula, charge and spin ... 11.8 kcal/mol

Last column: Mulliken charge in e.
CARTESIAN COORDINATES (ANGSTROEM)
Te -0.788 1.225 -2.929  0.008
Br 4.077 3.926 2.655  -0.142
Ge 2.340 -0.337 -2.392  0.709
Ti 0.214 -0.557 -0.836  -1.301
F -0.683 -1.667 -1.912  -0.474
O -1.628 -1.214 4.257  0.027
O -2.022 2.069 2.619  -0.536
O -0.444 -4.271 2.987  -0.262
N 1.471 0.855 0.322  2.360
N -1.447 -0.180 0.597  1.450
N -1.235 -2.322 1.558  0.079
N -3.112 -1.096 1.965  0.194
C 3.028 2.686 1.705  -0.411
C -3.252 0.834 -0.642  -0.419
C 3.009 1.381 -3.079  -0.187
C -2.604 1.930 1.391  0.661
C -3.524 -1.911 3.054  -0.093
C 0.095 -2.721 1.301  0.099
C -0.757 -1.349 5.367  -1.040
C 2.060 0.525 1.481  -0.839
C 1.680 2.094 -0.154  -0.774
C 2.497 1.990 -4.225  0.017
C 3.244 -3.635 -4.876  -0.656
C -3.177 -2.783 5.281  -0.833
C -1.892 -1.167 1.346  0.251
C 2.268 -1.685 -3.818  -0.123
C -1.082 4.042 -3.958  -0.710
C -0.785 5.434 -1.586  -0.994
C 3.943 3.889 -3.914  -0.557
C -1.154 5.427 -3.951  -0.621
C 4.477 3.290 -2.783  -0.649
C -0.671 1.716 2.821  -0.183
C -3.593 2.885 1.142  -0.646
C -1.001 6.132 -2.764  -0.534
C 0.498 -3.821 2.088  0.709
C -2.399 0.901 0.463  -0.963
C -4.370 -3.488 5.176  -0.774
C -4.398 2.819 0.024  -0.581
C -0.156 -5.440 3.730  -1.146
C 0.944 -2.144 0.363  0.507
C -4.238 1.771 -0.874  -1.004
C 4.016 2.044 -2.378  0.020
C 3.276 -2.646 -3.902  -0.146
C 2.200 -3.676 -5.788  -0.409
C 2.221 -2.719 0.237  0.452
C 2.439 3.044 0.506  -0.873
C -5.144 -3.404 4.033  -0.808
C -0.854 3.331 -2.779  0.131
C 2.960 3.230 -4.641  -0.594
C 1.222 -1.745 -4.738  0.409
C 1.755 -4.366 1.929  -0.355
C 2.848 1.402 2.202  -0.895
C -0.715 4.047 -1.594  0.357
C -2.756 -1.972 4.234  1.101
C 1.190 -2.727 -5.717  -0.837
C -4.707 -2.625 2.971  -0.510
C 2.618 -3.805 0.990  -1.598
H -2.594 -2.854 6.185  0.450
H 3.309 1.087 3.126  0.529
H -4.861 1.692 -1.753  0.443
H -3.106 0.012 -1.329  0.589
H 1.899 -0.487 1.831  0.190
H -4.691 -4.104 6.004  0.421
H -5.153 3.575 -0.140  0.390
H 0.036 -6.288 3.070  0.410
H -1.726 -2.979 2.145  0.328
H -1.328 5.956 -4.879  0.389
H -6.073 -3.951 3.956  0.397
H 2.173 -4.444 -6.549  0.372
H 2.071 -5.214 2.517  0.477
H 3.603 -4.231 0.852  0.435
H 2.922 -2.310 -0.476  0.120
H -0.395 -2.377 5.454  0.338
H -1.198 3.505 -4.891  0.416
H 2.546 3.688 -5.530  0.415
H 4.460 1.573 -1.507  0.397
H 1.220 2.319 -1.111  0.531
H 0.416 -1.020 -4.688  0.168
H -0.504 0.647 2.714  -0.197
H -5.279 -2.566 2.054  0.484
H 4.036 -4.372 -4.924  0.374
H 2.575 4.023 0.070  0.684
H -0.678 5.968 -0.650  0.420
H -0.582 3.528 -0.651  0.460
H 4.296 4.861 -4.235  0.400
H -0.029 2.267 2.129  0.178
H 0.082 -0.685 5.173  0.225
H -1.056 7.212 -2.759  0.396
H 1.715 1.499 -4.791  0.362
H 0.371 -2.755 -6.423  0.409
H 0.706 -5.288 4.384  0.393
H 4.102 -2.621 -3.200  0.373
H -3.713 3.671 1.875  0.484
H -1.037 -5.641 4.334  0.270
H -3.710 -0.333 1.682  0.187
H 3.594 -0.767 -1.552  -0.264
H -0.436 2.019 3.841  0.279
H -1.246 -1.049 6.296  0.368
H 5.258 3.788 -2.222  0.446

=====

| no. | E_LUMO (Ha) | M (g/mol) |
| --- | --- | --- |
| 1 | 0.141 | 910.87 |
| 2 | -0.016 | 928.72 |
| 3 | -0.109 | 1025.88 |
| 4 | -0.010 | 1033.84 |